# 1
ORCA calculation (ωB97M-V/def2-TZVPD) on 10 unconnected molecules or ions with the total composition C33H72INO15P at a distorted geometry.

Values from the calculation:
Energy: -3122.9010 Ha
Net charge: -1
HOMO level: -4.76 eV

Last column: Mulliken charge in e.
Positions of all 123 atoms, in Å:
C: 2.426 -1.365 -5.612  0.201
C: 0.940 -0.846 -5.702  -0.249
C: 0.586 0.339 -4.752  0.295
O: 0.827 1.446 -5.155  -0.522
O: -0.032 0.203 -3.509  -0.242
C: 0.640 -0.763 -2.708  -0.689
C: 0.734 -0.421 -1.191  -1.055
N: 0.006 0.767 -0.757  0.623
C: -0.823 0.551 0.395  -0.451
C: -2.288 0.279 -0.108  0.008
O: -2.771 0.676 -1.102  -0.340
I: -3.536 -1.038 1.183  -0.078
C: 0.856 1.960 -0.653  0.865
P: -0.294 3.460 -0.660  0.541
O: -1.350 3.399 -1.698  -0.726
C: 1.770 2.188 -1.916  0.233
O: 1.408 3.083 -2.702  -0.774
O: 2.779 1.471 -2.089  -0.764
C: 1.790 1.991 0.570  0.504
C: 2.193 0.901 1.318  0.563
C: 3.064 1.032 2.371  -1.210
C: 3.593 2.247 2.748  -0.525
C: 3.185 3.342 2.006  -1.359
C: 2.312 3.222 0.952  -0.273
H: 2.895 -1.508 -6.587  -0.116
H: 3.003 -0.692 -4.964  0.353
H: 2.390 -2.331 -5.064  -0.314
H: 0.226 -1.680 -5.650  0.386
H: 0.822 -0.434 -6.711  0.046
H: 0.195 -1.759 -2.857  0.650
H: 1.674 -0.812 -3.075  0.256
H: 0.349 -1.313 -0.665  0.316
H: 1.798 -0.384 -0.928  0.466
H: -0.812 1.368 1.124  0.576
H: -0.566 -0.361 0.962  0.112
H: -0.988 3.452 0.590  -0.014
H: 0.458 4.649 -0.786  0.053
H: 1.841 -0.094 1.064  0.349
H: 3.401 0.164 2.935  0.420
H: 4.306 2.360 3.557  0.534
H: 3.567 4.337 2.235  0.333
H: 2.069 4.134 0.415  0.170
C: 2.210 -5.963 -2.959  -1.156
C: 2.612 -4.569 -3.408  -0.264
O: 1.466 -3.745 -3.597  -0.407
H: 1.551 -6.425 -3.696  0.290
H: 3.086 -6.600 -2.823  0.361
H: 1.659 -5.921 -2.016  0.332
H: 3.143 -4.613 -4.358  0.323
H: 3.268 -4.101 -2.666  0.249
H: 1.009 -3.704 -2.751  0.259
C: -8.159 0.891 1.786  -1.118
C: -7.555 0.333 3.061  0.076
O: -6.883 -0.898 2.803  -0.384
H: -8.863 0.177 1.354  0.302
H: -8.682 1.829 1.979  0.331
H: -7.383 1.070 1.037  0.329
H: -8.333 0.137 3.795  0.113
H: -6.841 1.042 3.494  0.179
H: -6.186 -0.722 2.160  0.067
C: -8.527 2.407 7.368  -1.001
C: -9.035 2.929 6.037  -0.245
O: -9.542 1.866 5.234  -0.445
H: -7.742 1.666 7.212  0.242
H: -8.129 3.218 7.981  0.332
H: -9.330 1.913 7.922  0.321
H: -8.228 3.401 5.479  0.291
H: -9.829 3.668 6.189  0.264
H: -10.262 1.451 5.718  0.257
C: -1.532 -3.361 3.705  -0.902
C: -0.115 -3.250 3.177  -0.236
O: 0.628 -2.277 3.905  -0.465
H: -2.039 -2.398 3.637  0.143
H: -2.104 -4.100 3.140  0.335
H: -1.531 -3.651 4.760  0.415
H: -0.120 -2.941 2.131  0.108
H: 0.401 -4.215 3.249  0.319
H: 0.643 -2.552 4.826  0.273
C: 8.538 0.698 3.341  -1.091
C: 7.119 0.348 3.753  -0.240
O: 6.220 0.502 2.663  -0.379
H: 8.586 1.724 2.977  0.283
H: 9.229 0.589 4.180  0.343
H: 8.874 0.051 2.527  0.328
H: 6.780 1.008 4.551  0.271
H: 7.067 -0.686 4.114  0.275
H: 6.508 -0.086 1.959  0.231
C: 1.658 2.898 7.193  -1.050
C: 1.332 3.490 5.833  -0.243
O: 0.848 2.492 4.947  -0.392
H: 2.405 2.109 7.094  0.262
H: 2.040 3.662 7.873  0.346
H: 0.769 2.446 7.641  0.321
H: 2.224 3.922 5.380  0.256
H: 0.576 4.279 5.928  0.275
H: 0.053 2.114 5.335  0.235
C: 5.805 -1.239 -9.697  -1.092
C: 4.854 -1.955 -8.754  -0.252
O: 3.710 -1.155 -8.484  -0.472
H: 6.122 -0.288 -9.267  0.289
H: 6.689 -1.847 -9.899  0.357
H: 5.310 -1.015 -10.646  0.300
H: 5.343 -2.158 -7.802  0.316
H: 4.528 -2.908 -9.187  0.287
H: 3.270 -0.981 -9.324  0.197
C: 2.689 2.632 -9.490  -0.819
C: 1.665 2.055 -10.448  -0.283
O: 1.056 0.897 -9.885  -0.503
H: 3.456 1.891 -9.262  0.142
H: 3.169 3.518 -9.912  0.327
H: 2.219 2.908 -8.544  0.305
H: 2.138 1.758 -11.384  0.277
H: 0.886 2.792 -10.673  0.278
H: 0.632 1.163 -9.062  0.287
C: -6.865 -2.874 5.722  -0.857
C: -5.428 -2.705 6.177  -0.187
O: -4.712 -3.936 6.082  -0.528
H: -7.371 -3.631 6.326  0.308
H: -7.413 -1.934 5.802  0.181
H: -6.903 -3.211 4.684  0.291
H: -5.391 -2.387 7.219  0.293
H: -4.918 -1.952 5.568  0.200
H: -4.734 -4.212 5.161  0.294



# 2
ORCA calculation (ωB97M-V/def2-TZVPD) on 10 unconnected molecules or ions with the total composition C33H73N9O13S at a distorted geometry.

Values from the calculation:
Energy: -3170.1892 Ha
SMILES: C=CC[C@@]1(C)COS(=O)(=O)O1.CNC(C)=O.CNC(C)=O.CNC(C)=O.CNC(C)=O.CNC(C)=O.CNC(C)=O.CNC(C)=O.CNC(C)=O.CNC(C)=O
Net charge: 0
HOMO level: -8.63 eV

Last column: Mulliken charge in e.
Positions of all 129 atoms, in Å:
C: -2.944 3.603 -0.759  -0.667
C: -2.716 2.482 0.196  -0.410
C: -1.314 1.624 0.185  -0.651
C: -1.500 0.304 -0.774  1.278
C: -1.506 -1.120 0.046  -1.279
C: -2.852 0.159 -1.708  -0.409
O: -2.360 -0.740 -2.804  -0.390
S: -1.021 0.224 -3.353  0.938
O: -1.652 1.373 -4.177  -0.508
O: 0.143 -0.487 -4.085  -0.570
O: -0.416 0.530 -1.786  -0.256
H: -3.565 4.535 -0.381  0.454
H: -2.582 3.589 -1.895  0.126
H: -3.559 2.166 0.967  0.292
H: -0.965 1.267 1.249  0.413
H: -0.435 2.309 -0.231  0.117
H: -0.973 -0.955 1.094  0.352
H: -0.996 -2.014 -0.510  0.213
H: -2.641 -1.378 0.299  0.276
H: -3.812 -0.352 -1.258  0.378
H: -3.321 1.146 -2.183  0.199
C: 0.749 -5.691 1.366  -1.086
C: 0.960 -4.203 1.358  0.775
O: 0.280 -3.443 2.044  -0.685
N: 1.941 -3.697 0.557  -0.068
C: 2.841 -4.411 -0.317  -0.870
H: -0.067 -5.939 2.052  0.241
H: 0.475 -6.037 0.365  0.446
H: 1.655 -6.197 1.710  0.147
H: 2.020 -2.688 0.608  0.190
H: 3.864 -4.196 0.001  0.282
H: 2.694 -4.037 -1.332  0.303
H: 2.673 -5.489 -0.297  0.332
C: -1.986 4.131 -5.678  -0.884
C: -3.022 4.859 -4.869  0.751
O: -3.323 4.511 -3.729  -0.566
N: -3.638 5.937 -5.433  -0.127
C: -3.429 6.502 -6.745  -0.905
H: -1.587 3.296 -5.093  -0.018
H: -2.436 3.729 -6.590  0.383
H: -1.160 4.804 -5.924  0.305
H: -4.322 6.372 -4.824  0.214
H: -3.118 7.541 -6.620  0.345
H: -4.382 6.475 -7.280  0.290
H: -2.674 5.961 -7.317  0.275
C: 0.319 7.810 -9.137  -1.300
C: -0.718 8.539 -8.328  0.793
O: -1.019 8.191 -7.188  -0.654
N: -1.333 9.617 -8.892  -0.148
C: -1.125 10.182 -10.204  -0.864
H: 0.717 6.976 -8.552  0.273
H: -0.131 7.409 -10.049  0.359
H: 1.144 8.484 -9.384  0.395
H: -2.018 10.052 -8.284  0.235
H: -0.813 11.221 -10.079  0.290
H: -2.077 10.155 -10.739  0.288
H: -0.370 9.641 -10.776  0.331
C: 3.231 -5.694 3.968  -1.041
C: 3.946 -6.959 3.587  0.756
O: 4.116 -7.286 2.414  -0.675
N: 4.416 -7.759 4.587  -0.157
C: 4.322 -7.557 6.013  -0.870
H: 2.917 -5.166 3.062  -0.061
H: 2.340 -5.929 4.556  0.326
H: 3.901 -5.040 4.534  0.529
H: 4.886 -8.591 4.248  0.268
H: 5.336 -7.529 6.418  0.306
H: 3.789 -8.409 6.441  0.274
H: 3.800 -6.634 6.270  0.327
C: -7.698 7.201 0.365  -1.245
C: -6.763 6.085 0.740  0.833
O: -6.357 5.933 1.891  -0.662
N: -6.363 5.224 -0.238  -0.095
C: -6.722 5.229 -1.636  -0.829
H: -7.924 7.800 1.252  0.286
H: -7.228 7.849 -0.379  0.332
H: -8.635 6.791 -0.022  0.347
H: -5.735 4.501 0.095  0.184
H: -7.198 4.273 -1.867  0.270
H: -5.804 5.322 -2.221  0.252
H: -7.400 6.045 -1.890  0.358
C: -0.872 -9.342 3.259  -1.686
C: 0.457 -8.711 3.566  1.020
O: 0.556 -7.538 3.920  -0.615
N: 1.577 -9.479 3.443  0.088
C: 1.675 -10.863 3.046  -1.028
H: -1.667 -8.605 3.402  0.279
H: -0.897 -9.678 2.218  0.410
H: -1.054 -10.182 3.935  0.536
H: 2.431 -8.981 3.668  0.051
H: 2.152 -11.415 3.859  0.299
H: 2.308 -10.916 2.157  0.303
H: 0.702 -11.304 2.827  0.389
C: 3.555 4.671 -1.273  -1.139
C: 4.264 3.813 -0.264  0.688
O: 5.108 4.271 0.504  -0.602
N: 3.950 2.487 -0.211  -0.080
C: 2.997 1.760 -1.016  -0.855
H: 3.913 5.701 -1.192  0.256
H: 3.765 4.311 -2.285  0.335
H: 2.478 4.664 -1.081  0.326
H: 4.470 1.979 0.495  0.220
H: 2.258 1.315 -0.346  0.274
H: 3.533 0.965 -1.539  0.250
H: 2.492 2.399 -1.743  0.316
C: 10.042 5.633 3.062  -1.153
C: 9.029 6.708 3.339  0.726
O: 9.349 7.804 3.795  -0.667
N: 7.719 6.443 3.070  -0.116
C: 7.142 5.232 2.537  -0.787
H: 11.039 5.995 3.327  0.282
H: 9.824 4.748 3.665  0.317
H: 10.038 5.380 1.998  0.334
H: 7.100 7.217 3.284  0.216
H: 6.626 5.484 1.607  0.343
H: 6.414 4.857 3.260  0.235
H: 7.891 4.463 2.342  0.284
C: -5.027 -9.337 5.204  -1.328
C: -3.810 -10.063 5.705  0.780
O: -3.033 -10.637 4.944  -0.666
N: -3.576 -10.076 7.048  -0.154
C: -4.358 -9.469 8.099  -0.829
H: -5.076 -9.417 4.114  0.283
H: -5.932 -9.786 5.624  0.403
H: -4.968 -8.278 5.470  0.370
H: -2.738 -10.585 7.305  0.228
H: -3.717 -8.763 8.633  0.281
H: -4.672 -10.258 8.786  0.287
H: -5.236 -8.947 7.717  0.319



# 3
ORCA calculation (ωB97M-V/def2-TZVPD) on 5 unconnected molecules or ions with the total composition C33H76ClIN3O4 at a distorted geometry.

Values from the calculation:
Energy: -2525.7423 Ha
Energy above the lowest of the compared OMol25 structures with the same formula, charge and spin: 0.000 eV
Net charge: +1
HOMO level: -10.86 eV

Last column: Mulliken charge in e.
Positions of all 118 atoms, in Å:
C: -1.579 0.748 7.006  -0.382
C: -0.946 -0.124 8.127  -0.715
C: 0.299 -0.937 7.687  -0.526
C: 1.626 -0.343 8.191  -1.202
C: 1.927 1.026 7.540  0.942
C: 3.371 1.192 7.054  -0.833
C: 3.723 2.640 6.699  -1.158
C: 2.822 3.240 5.601  0.066
C: 1.611 4.036 6.129  -0.122
C: 0.930 4.874 5.019  -1.074
C: -0.489 4.398 4.612  -0.006
C: -0.657 4.214 3.082  -1.306
C: -1.082 2.787 2.701  -0.599
N: -0.025 1.825 3.075  0.333
C: -0.168 0.535 3.126  0.324
N: 0.876 -0.310 3.549  -0.774
I: 2.647 -0.101 2.490  0.207
N: -1.394 0.030 2.756  -0.184
C: -1.515 -1.389 2.425  -0.202
Cl: -1.601 -2.423 3.888  -0.181
C: -0.478 -1.920 1.432  -0.727
C: -0.143 -0.958 0.275  -0.608
H: -0.877 0.856 6.167  -0.332
H: -1.827 1.747 7.379  0.255
H: -2.501 0.291 6.637  0.461
H: -0.684 0.520 8.973  0.375
H: -1.711 -0.823 8.477  0.381
H: 0.315 -0.978 6.586  0.153
H: 0.205 -1.976 8.026  0.427
H: 1.541 -0.201 9.274  0.327
H: 2.445 -1.046 8.002  0.481
H: 1.249 1.148 6.676  -0.812
H: 1.670 1.847 8.227  0.607
H: 4.066 0.840 7.828  0.433
H: 3.542 0.548 6.176  0.220
H: 3.637 3.275 7.594  0.406
H: 4.769 2.671 6.366  0.292
H: 2.476 2.424 4.940  -0.552
H: 3.412 3.928 4.981  0.645
H: 1.927 4.661 6.969  0.436
H: 0.866 3.328 6.528  -0.017
H: 0.882 5.922 5.329  0.347
H: 1.577 4.832 4.130  0.431
H: -0.733 3.458 5.136  -0.182
H: -1.224 5.129 4.963  0.651
H: -1.452 4.862 2.699  0.384
H: 0.278 4.468 2.571  0.423
H: -1.291 2.686 1.631  0.496
H: -1.996 2.530 3.252  0.365
H: 0.884 2.214 3.303  0.107
H: 1.122 -0.068 4.508  0.305
H: -2.065 0.253 3.491  0.397
H: -2.512 -1.488 1.980  0.533
H: -0.941 -2.818 1.000  0.373
H: 0.406 -2.272 1.972  0.352
H: -0.731 -1.187 -0.617  0.101
H: 0.912 -1.093 -0.003  0.269
H: -0.251 0.103 0.534  0.096
C: -2.224 -1.826 -6.359  -1.376
C: -1.688 -0.941 -5.248  0.472
O: -2.091 -1.338 -3.945  -0.459
C: -1.657 -2.622 -3.543  0.329
C: -0.144 -2.771 -3.496  -0.982
H: -3.311 -1.905 -6.298  0.378
H: -1.959 -1.403 -7.328  0.425
H: -1.812 -2.836 -6.317  0.273
H: -2.079 0.070 -5.369  0.252
H: -0.598 -0.862 -5.303  -0.113
H: -2.101 -3.403 -4.171  0.403
H: -2.069 -2.756 -2.541  -0.322
H: 0.314 -2.716 -4.484  0.160
H: 0.122 -3.737 -3.063  0.454
H: 0.291 -1.977 -2.885  0.174
C: 1.100 3.133 -6.897  -1.149
C: 0.431 2.273 -5.839  -0.304
O: 1.160 1.101 -5.516  -0.213
C: 2.459 1.298 -4.992  -0.359
C: 2.482 2.061 -3.678  -1.331
H: 1.321 2.537 -7.784  0.211
H: 0.441 3.955 -7.179  0.421
H: 2.035 3.568 -6.541  0.295
H: -0.527 1.912 -6.215  0.225
H: 0.219 2.858 -4.936  0.365
H: 3.104 1.785 -5.731  0.417
H: 2.858 0.294 -4.838  0.337
H: 2.151 3.094 -3.798  0.311
H: 3.497 2.084 -3.279  0.414
H: 1.828 1.580 -2.948  0.286
C: -4.933 -2.700 -1.648  -0.598
C: -5.768 -3.688 -0.849  -0.466
O: -5.103 -4.905 -0.559  -0.439
C: -3.922 -4.797 0.207  0.056
C: -4.126 -4.191 1.586  -0.901
H: -4.555 -3.166 -2.558  0.238
H: -5.540 -1.838 -1.925  0.467
H: -4.077 -2.331 -1.079  -0.079
H: -6.644 -3.978 -1.428  0.378
H: -6.138 -3.222 0.071  0.290
H: -3.156 -4.237 -0.347  -0.111
H: -3.553 -5.818 0.307  0.380
H: -4.438 -3.145 1.530  0.164
H: -3.194 -4.234 2.151  0.345
H: -4.892 -4.736 2.139  0.346
C: 1.620 -1.796 -7.261  -0.344
C: 1.331 -1.194 -8.625  -0.516
O: 2.192 -0.124 -8.974  -0.429
C: 3.570 -0.441 -9.053  -0.238
C: 3.903 -1.498 -10.091  -1.179
H: 1.623 -1.008 -6.508  -0.239
H: 0.856 -2.532 -7.006  0.287
H: 2.587 -2.301 -7.230  0.496
H: 0.331 -0.759 -8.627  0.197
H: 1.341 -1.968 -9.401  0.376
H: 3.953 -0.736 -8.069  0.233
H: 4.059 0.498 -9.315  0.400
H: 3.486 -2.472 -9.833  0.275
H: 4.985 -1.612 -10.171  0.421
H: 3.511 -1.211 -11.067  0.288



> Among the records above, which one has the highest energy?

C33H76ClIN3O4



> energy of number 3 (C33H76ClIN3O4)?

-2525.7423 Ha



> Among the records above, which one has the highest net charge?

C33H76ClIN3O4